Entry 1:
{"formula": "C5H9NO", "method": "the ωB97M-V functional and the def2-TZVPD basis", "orbital_gap_ev": 11.605, "e_tot_ha": -325.899846, "smiles": "CC[C@@H](O)CC#N", "homo_ev": -10.85, "e_above_lowest_kj_mol": 99.0, "species": ["O", "N", "C", "C", "C", "C", "C", "H", "H", "H", "H", "H", "H", "H", "H", "H"], "positions_angstrom": [[1.26823, -0.80886, -1.02678], [-0.06699, 0.26911, 3.40710], [-1.19850, 0.71076, -1.55626], [0.29964, -0.66187, -0.00451], [1.15639, -0.62811, 1.27190], [-0.58501, 0.57782, -0.16260], [0.46316, -0.14803, 2.46749], [-1.38637, 0.51188, 0.58352], [-0.35380, -1.54974, 0.01852], [1.57218, -1.62198, 1.46433], [-1.74267, -0.19429, -1.85150], [0.92314, -0.44215, -1.84590], [-1.90213, 1.54761, -1.59051], [-0.43949, 0.91738, -2.32169], [-0.00722, 1.47950, 0.07772], [1.99945, 0.04097, 1.06918]], "mulliken_charge": [-0.49, -0.43, -1.40, 0.17, -0.53, -0.42, 0.24, 0.37, 0.17, 0.31, 0.34, 0.31, 0.36, 0.39, 0.31, 0.30]}

Entry 2:
{"formula": "C5H11AgBr2F2NOPt", "method": "the ωB97M-V functional and the def2-TZVPD basis", "orbital_gap_ev": [6.901, 6.465], "e_tot_ha": -5940.790198, "charge": 1, "multiplicity": 3, "homo_ev": [-12.01, -12.00], "e_above_lowest_kj_mol": 0.0, "species": ["Pt", "Ag", "Br", "Br", "F", "F", "O", "N", "C", "C", "C", "C", "C", "H", "H", "H", "H", "H", "H", "H", "H", "H", "H", "H"], "positions_angstrom": [[-1.09404, 1.79153, 0.77418], [1.09279, 3.22154, -1.34559], [-4.19766, 1.38524, -4.47059], [-4.10185, -1.56353, -2.66816], [-0.30780, 1.36173, -1.08208], [0.06068, 3.42515, 0.68623], [0.03353, 0.18766, 1.49542], [1.95025, -0.94798, 1.85470], [-2.74254, 0.89387, -3.31427], [3.12098, -1.61105, 1.30706], [1.75869, -1.04898, 3.29519], [-3.14299, 0.02025, -2.16626], [1.06067, -0.38378, 1.07390], [-2.02509, 0.37888, -3.94308], [4.02909, -1.12548, 1.65687], [0.83043, -0.56525, 3.56542], [-3.63837, 0.55860, -1.35754], [1.74673, -2.10403, 3.57094], [3.10950, -2.65701, 1.61879], [-2.23390, -0.35848, -1.69010], [1.27831, -0.44180, 0.00318], [3.10460, -1.61142, 0.21963], [-2.30278, 1.79276, -2.88765], [2.61074, -0.59843, 3.80380]], "mulliken_charge": [1.59, 0.78, -0.11, -0.10, -0.63, -0.67, -0.93, 0.08, -0.48, -0.83, -0.88, -0.37, 0.41, 0.40, 0.33, 0.26, 0.33, 0.34, 0.33, 0.07, 0.25, 0.28, 0.22, 0.33]}

Q: What is the formula in the second record?
A: C5H11AgBr2F2NOPt